1.
DFT (ωB97M-V with the def2-TZVPD basis set) results for a 3-piece molecular cluster, C22H40N4O6 overall at a distorted geometry.

Properties
HOMO energy (spin up / spin down)   -8.62 / -9.26 eV
<S²>   2.01
Molecular weight   456.58 g/mol
Energy above the lowest of the compared OMol25 structures with the same formula, charge and spin   6.9973 eV
Gap between HOMO and LUMO (spin up / spin down)   0.2787 / 0.3021 hartree

ORCA input file:
```
! wB97M-V def2-TZVPD RIJCOSX def2/J DEFGRID3
* xyz 0 3
O -3.9967 -2.2979 -5.7382
O -3.3318 -0.1143 -5.1241
O 1.9599 1.8134 -0.4112
O -3.9510 -4.4071 -4.9884
O -3.2602 0.9824 -3.3723
O -1.8279 0.7636 4.0762
N -0.6232 0.3156 3.6803
N 1.7365 0.6440 -1.0357
N -2.7183 0.0606 -3.8898
N -6.1065 -3.5729 -5.0948
C 2.9450 0.8406 -3.7225
C -6.3962 -3.5450 -3.6660
C -0.3279 1.8346 -1.8709
C 0.8701 0.9226 -2.2221
C -1.1211 -1.5489 5.3104
C 3.0650 0.0135 -1.3019
C -6.8684 -3.3257 -2.5540
C 3.9883 0.0424 -0.0605
C 0.2002 -0.3883 -2.7056
C -0.5933 2.4704 2.3612
C -4.3926 -1.1049 -5.0307
C 0.1920 1.5028 3.2770
C -4.6541 -3.4466 -5.2577
C -0.0772 -0.5390 4.7773
C 1.3800 1.4218 5.5454
C 0.4529 0.2856 5.9655
C 0.7202 2.2995 4.4857
C 1.3794 1.0519 2.3927
C 3.8107 0.6717 -2.4782
C 1.0482 -1.4466 4.2285
C 2.8861 -1.4974 -1.5774
C 1.6457 1.5671 -3.3872
H 2.4817 -1.7222 -2.5614
H 1.9854 -0.9264 4.0452
H 1.0780 0.2633 1.6984
H 1.7571 1.8767 1.7863
H -0.6628 -2.2337 6.0292
H -0.9087 1.4202 -1.0419
H 4.1801 1.6594 -2.1780
H 1.2957 -2.2349 4.9453
H 4.3020 1.0532 0.2089
H 4.6973 0.0835 -2.7360
H -1.9481 -1.0644 5.8333
H -5.2976 -0.6334 -5.5392
H -0.3871 0.7143 6.5245
H 2.7353 -0.1325 -4.1769
H 2.2430 -1.9613 -0.8244
H 2.3303 1.0231 5.1773
H 1.8868 2.6085 -3.1422
H -0.1131 -1.0071 -1.8600
H -0.9991 1.9375 -2.7256
H 0.0557 3.2715 1.9981
H -0.1035 2.8488 4.9576
H 1.0157 1.6043 -4.2815
H -1.5347 -2.1529 4.4977
H 4.9048 -0.5233 -0.2485
H 0.7394 -1.9403 3.3030
H -0.6995 -0.1844 -3.2966
H 1.6273 2.0314 6.4199
H -1.4213 2.9615 2.8784
H -0.9941 1.9479 1.4882
H 0.8362 -0.9854 -3.3580
H 2.2399 0.7041 2.9639
H 3.8485 -2.0156 -1.5402
H -4.6277 -1.2676 -3.9335
H -0.0211 2.8485 -1.6027
H -6.5567 -2.7707 -5.5607
H 3.4972 1.4118 -4.4748
H 3.4957 -0.4074 0.8066
H 0.9816 -0.3667 6.6682
H 1.4366 3.0563 4.1513
H -7.5351 -3.1166 -1.6697
*
```

***

2.
DFT (ωB97M-V with the def2-TZVPD basis set) results for C22H41BiN8O2PS as an isolated structure at a distorted geometry.

Properties
HOMO energy   -13.55 eV
Molecular weight   721.65 g/mol
Energy above the lowest of the compared OMol25 structures with the same formula, charge and spin   1.9139 eV
Gap between HOMO and LUMO   0.2245 hartree

ORCA input file:
```
! wB97M-V def2-TZVPD RIJCOSX def2/J DEFGRID3
* xyz 3 1
Bi 10.8592 15.3265 5.8971
S 13.0704 16.6562 5.9576
P 16.8402 5.4486 5.9694
O 9.8269 17.1035 5.9125
O 8.8157 14.8715 7.0118
N 14.7819 5.1734 7.2210
N 13.1536 18.9220 7.1844
N 16.1685 3.2278 7.5803
N 11.4079 18.8155 5.7140
N 12.0637 13.2910 7.3110
N 6.5934 15.3929 6.7285
N 14.8504 3.6154 5.4570
N 11.3681 14.4216 7.9730
C 15.4584 6.3396 6.9890
C 8.2442 21.3052 4.6915
C 6.8270 19.3992 4.3079
C 9.2984 20.5144 5.0944
C 7.8960 18.6422 4.7631
C 14.0481 18.3727 8.1825
C 13.9510 4.4713 6.2111
C 15.5379 18.4484 7.8687
C 12.7752 20.4022 7.4480
C 6.3901 14.3779 5.6810
C 13.1537 21.2379 6.2158
C 10.2228 18.3330 5.5794
C 7.8494 16.2981 8.6568
C 12.4192 18.2141 6.3589
C 15.8323 4.4976 4.7674
C 9.1374 19.1346 5.1280
C 5.4566 16.1940 7.2327
C 17.3778 4.1094 7.2068
C 7.7644 15.5367 7.3730
C 15.4823 2.6280 6.3150
C 7.0540 20.7599 4.3474
C 15.2319 4.2337 8.2490
H 6.2311 21.4921 4.1206
H 14.7511 2.0359 6.7573
H 12.5276 20.9229 5.3614
H 13.2955 3.7976 6.7963
H 15.8302 17.8619 7.0277
H 7.2957 15.6686 9.4294
H 16.1834 2.0292 5.7011
H 14.9861 7.1655 6.4179
H 8.9184 16.3667 8.9243
H 15.2794 5.2705 4.2080
H 8.3072 22.3989 4.7891
H 13.8057 17.2982 8.3010
H 11.9502 14.9284 8.6113
H 5.1545 15.9023 8.2104
H 5.7595 17.2192 7.1970
H 7.2320 14.2119 4.9971
H 13.8923 18.9304 9.0790
H 5.4619 14.5381 5.1225
H 7.7166 17.5916 4.6576
H 16.0893 18.1815 8.8061
H 12.9963 22.3035 6.4610
H 11.8145 12.4523 7.7074
H 10.1485 21.0591 5.4402
H 15.9868 6.6885 7.8666
H 15.8744 19.4952 7.7376
H 15.7276 4.7324 9.1054
H 18.2020 3.4352 6.8440
H 13.0388 13.4129 7.4649
H 17.8397 4.5376 8.0396
H 5.8870 19.0371 4.0086
H 13.2973 20.7483 8.3489
H 16.4942 2.4574 8.2023
H 13.3739 5.1840 5.5048
H 11.7227 20.3573 7.7108
H 14.1936 21.0250 6.0088
H 14.3790 3.7236 8.7402
H 16.5194 4.0087 4.0579
H 10.5771 14.0364 8.4820
H 6.3073 13.3995 6.1429
H 7.4604 17.3235 8.6669
H 4.6115 16.1284 6.5668
*
```

***

3.
DFT (ωB97M-V with the def2-TZVPD basis set) results for C22H41ClNP3STm as an isolated structure at a distorted geometry.

Properties
HOMO energy (spin up / spin down)   -16.14 / -16.14 eV
<S²>   2.00
Molecular weight   648.95 g/mol
Gap between HOMO and LUMO (spin up / spin down)   0.2299 / 0.2316 hartree

ORCA input file:
```
! wB97M-V def2-TZVPD RIJCOSX def2/J DEFGRID3
* xyz 3 3
Tm -0.3216 -0.5235 -0.7759
Cl -0.8934 0.5062 5.1975
S -0.4395 -1.8100 -3.9689
P -2.0271 1.6118 -0.1040
P 1.6824 0.7484 0.5673
P 0.6186 1.3360 -2.6796
N -0.6747 -1.2171 1.6211
C -3.6420 1.2272 -0.9002
C -0.9386 -0.7339 3.9794
C -0.6404 1.6693 -3.9717
C -0.8969 -2.9450 -5.2854
C -1.8050 3.3497 -0.6592
C -1.9568 -2.7872 -6.2028
C 2.1595 0.2087 2.2703
C 1.6521 2.5664 0.9316
C 0.0432 -3.9541 -5.5476
C 0.4950 -3.5732 -1.1836
C 1.9773 0.5021 -3.5786
C 0.0100 -4.7087 -6.7151
C 3.3454 0.5970 -0.2078
C -1.1538 -2.9797 3.1959
C -0.8676 -2.5273 1.9078
C -1.1779 -2.0776 4.2690
C 1.4400 -2.7384 -0.5407
C -1.9864 -3.5535 -7.4051
C -2.6490 1.9636 1.5927
C -0.7564 -0.3232 2.6533
C 1.3360 3.0176 -2.5751
C -0.9982 -4.5172 -7.6643
H 1.5762 -2.5844 0.5818
H 3.1627 0.6175 2.4743
H 3.6243 -0.4579 -0.3417
H 0.6508 3.7003 -2.0612
H 0.8148 2.8094 1.6038
H 1.4608 3.3416 -3.6180
H -0.5133 -3.7564 -0.7688
H -1.8627 2.4395 2.1956
H 0.8103 -4.1319 -4.7964
H 4.0303 1.0690 0.5166
H -1.3939 -2.3409 5.3051
H 3.4243 1.1077 -1.1764
H -1.5289 -1.4274 -3.1466
H 0.7720 -5.4540 -6.9360
H 1.5742 3.1871 0.0248
H 2.9569 0.8184 -3.1954
H -0.8884 3.7522 -0.2077
H 1.4723 0.5772 3.0476
H -1.3550 -4.0361 3.3797
H 1.8570 0.7851 -4.6312
H 2.6076 2.7769 1.4491
H 2.3050 3.0253 -2.0647
H -1.0183 -5.0713 -8.6171
H 2.3640 -2.3374 -0.9985
H -2.6797 3.9255 -0.3062
H -1.7391 3.3909 -1.7550
H -4.0378 0.3008 -0.4610
H -2.9404 1.0207 2.0832
H -4.3498 2.0571 -0.7287
H -3.5218 2.6343 1.5475
H -2.7839 -2.0804 -5.9677
H -3.4855 1.0791 -1.9767
H -0.6662 0.7312 2.3947
H -1.1687 2.6162 -3.7700
H 0.6770 -4.2657 -2.0511
H 2.2034 -0.8861 2.3467
H -2.7764 -3.3809 -8.1599
H -0.0976 1.7472 -4.9253
H -1.3667 0.8477 -4.0414
H 1.9123 -0.5932 -3.4884
H -0.8364 -3.2690 1.1081
*
```

***

4.
DFT (ωB97M-V with the def2-TZVPD basis set) results for a 2-piece molecular cluster, C22H41ClO5P2 overall at a distorted geometry.

Properties
HOMO energy   -8.33 eV
Molecular weight   482.97 g/mol
Gap between HOMO and LUMO   0.2350 hartree

ORCA input file:
```
! wB97M-V def2-TZVPD RIJCOSX def2/J DEFGRID3
* xyz 0 1
Cl 7.9714 3.1501 1.3448
P -5.6797 -4.0667 1.6719
P 6.4518 1.6253 1.1011
O 0.4469 4.6549 -2.8879
O -4.6740 -5.1705 2.4193
O -4.9396 -2.6873 2.2109
O -4.9219 -4.1036 0.3221
O -6.5263 -4.0256 3.1800
C 4.8060 2.5575 1.3610
C -0.7773 -0.7141 -0.3387
C 1.4605 3.6205 -3.2051
C -6.8166 -1.1423 2.2550
C 6.6815 0.9977 -0.6875
C -7.9159 -5.9534 2.5794
C 0.1651 4.6904 -1.4322
C 5.6406 3.7843 -3.4543
C 0.8337 0.6981 1.6616
C 3.1337 1.1761 -0.6108
C 1.7324 0.3548 -1.0093
C 7.0689 2.1502 -1.7876
C -2.5661 -5.4794 1.2329
C 3.4608 1.7420 0.8997
C -5.4295 -1.4507 1.7211
C 2.9648 4.2749 -3.0464
C -3.9160 -6.0734 1.6167
C 4.1026 3.4086 -3.8802
C -7.8544 -4.5270 3.1050
C 6.0147 3.4036 -1.8808
C 2.2645 1.4776 2.0384
C 0.5821 0.1177 0.1424
H -0.3887 -1.5683 -1.0749
H -0.0216 0.5378 2.4568
H 3.9308 3.6775 -5.0300
H 8.1412 2.5923 -1.6173
H -6.8524 -1.2540 3.3436
H 5.7949 4.9468 -3.5889
H -4.7343 -0.6726 2.0507
H -0.7965 4.0337 -1.2211
H 7.0966 1.6165 -2.8548
H -5.4280 -1.4570 0.6265
H -2.6301 -4.4268 0.9360
H 6.5920 4.3567 -1.4547
H 3.8891 1.3386 -1.4896
H 4.9907 3.2336 -1.3390
H 1.6011 -0.0344 -2.1061
H 4.7016 2.7285 2.5379
H -3.7520 -6.9850 2.2002
H 1.3430 2.7912 -2.3565
H 2.9164 5.3796 -3.4477
H -4.4911 -6.3763 0.7341
H -8.4490 -3.8666 2.4673
H 7.6059 0.2429 -0.6605
H 3.9257 2.2385 -3.7939
H -8.2795 -4.4862 4.1134
H 4.8094 3.6368 0.8908
H -7.5536 -1.8306 1.8322
H -2.1181 -6.0439 0.4078
H -7.5277 -6.0224 1.5634
H 1.2795 3.0766 -4.2357
H -1.8853 -5.5130 2.0842
H 3.1816 4.3352 -1.8916
H 1.0954 4.3314 -0.8097
H -1.3503 -1.2155 0.5680
H -7.3131 -6.6210 3.2039
H 2.4277 1.8921 3.1410
H -7.1208 -0.1261 1.9916
H -1.4748 -0.0287 -0.9949
H -0.0811 5.8284 -1.1818
H -8.9489 -6.3114 2.5687
H 5.7567 0.3185 -1.0168
H 6.3527 3.2167 -4.1955
*
```

***

5.
DFT (ωB97M-V with the def2-TZVPD basis set) results for a 4-piece molecular cluster, C22H41F9IO7PS overall at a distorted geometry.

Properties
HOMO energy   -8.56 eV
Molecular weight   778.49 g/mol
Energy above the lowest of the compared OMol25 structures with the same formula, charge and spin   0.8765 eV
Gap between HOMO and LUMO   0.3253 hartree

ORCA input file:
```
! wB97M-V def2-TZVPD RIJCOSX def2/J DEFGRID3
* xyz 0 1
I -0.6228 0.5240 -4.5344
S 2.8581 -1.8919 -2.6936
P -0.5718 1.6884 -1.3836
F 4.2530 -2.5233 -3.1484
F 2.6724 0.2328 -0.2072
F 3.0449 -2.5082 -1.2610
F 2.6630 -1.4083 -4.2030
F 4.2430 1.4438 -0.8931
F 1.4326 -1.2953 -2.3722
F 4.9498 -0.6372 -1.8287
F 2.1724 -3.2405 -3.1666
F 4.0028 0.3023 -3.4079
O 2.5133 5.7032 -0.0075
O -2.9217 0.7511 1.6254
O -1.8686 -5.6333 -1.7560
O 0.3342 5.8072 0.2461
O -2.2258 -3.7002 4.8399
O -3.4206 -6.7950 -0.7647
O -1.2515 -4.2712 6.7036
C 3.1834 0.7270 -1.3044
C -2.4922 -2.2782 6.8242
C -2.6498 -1.6620 3.5816
C 3.7870 -0.3074 -2.2854
C -1.2570 -7.1038 0.1089
C 0.4157 -5.9681 -2.4493
C -2.0141 2.9840 -3.5013
C -0.5703 -5.0453 -1.7799
C -2.0512 0.3022 0.5957
C -3.3385 1.0935 0.2203
C -0.6305 2.2974 -3.2377
C -3.1896 1.9954 -3.3894
C 1.4170 6.0105 0.7014
C 2.2648 1.7499 -2.0021
C -1.9589 -3.5100 6.1364
C -0.7138 1.1521 0.4442
C 3.8424 6.0837 0.3584
C 1.1637 2.3621 -1.1041
C 4.4557 5.0861 1.3184
C -3.2146 -2.9614 4.1100
C -2.2778 -6.4852 -0.8118
C 1.5769 6.5249 2.1091
H -0.8693 1.9897 1.1217
H -4.1119 -2.8123 4.7113
H 3.9003 5.0364 2.2550
H -0.2492 -4.7469 -0.7805
H -1.7236 -7.2756 1.0723
H 1.5254 5.6876 2.8031
H 0.0795 0.4734 0.7590
H -3.5058 -3.5940 3.2782
H -0.3898 -6.4738 0.2945
H 5.4872 5.3555 1.5434
H -0.7803 0.3443 -1.8213
H 4.4151 6.0915 -0.5664
H -0.6667 -4.1276 -2.3581
H -1.7701 -1.8525 2.9651
H -1.9809 3.3270 -4.5353
H -2.9828 1.1373 -2.7517
H -4.0944 2.4610 -2.9989
H 2.4966 7.0813 2.2740
H -4.2889 0.5934 0.2264
H -3.3885 -1.1346 2.9828
H 1.9075 1.3194 -2.9342
H 1.3963 -5.5013 -2.5243
H -2.3324 -1.0051 4.3920
H -1.7409 -1.4917 6.7794
H 0.0730 -6.2242 -3.4513
H -2.0204 -0.7586 0.3337
H -0.9349 -8.0571 -0.3076
H 0.7605 7.2111 2.3155
H -3.2568 2.1482 0.0286
H -1.6399 2.6056 -1.1245
H 3.8642 7.1032 0.7440
H -3.4495 1.5753 -4.3563
H 0.1732 2.9820 -3.4999
H 4.4402 4.0855 0.8860
H 2.9009 2.5824 -2.2898
H 1.1137 3.4255 -1.3443
H -2.6880 -2.5263 7.8636
H -2.1249 3.8742 -2.8864
H -3.4293 -1.9125 6.4111
H 0.5203 -6.9035 -1.8999
H 1.3604 2.3110 -0.0403
*
```

***

6.
DFT (ωB97M-V with the def2-TZVPD basis set) results for an isolated ion of composition C22H41NO4P and charge +1 at a distorted geometry.

Properties
HOMO energy   -10.50 eV
Molecular weight   414.55 g/mol
Gap between HOMO and LUMO   0.2553 hartree

ORCA input file:
```
! wB97M-V def2-TZVPD RIJCOSX def2/J DEFGRID3
* xyz 1 1
P 1.7496 -2.1760 -1.5877
O -0.5212 1.3051 1.4284
O 4.2431 2.7814 -0.0134
O -0.9105 3.0651 3.3187
O -1.1091 0.5981 -1.4595
N 1.5958 0.8063 0.3461
C 2.8882 2.9207 0.3734
C 0.8725 -3.2948 -2.7425
C 1.9888 0.3226 -0.7693
C -2.0006 -2.2106 -1.2368
C -0.5509 2.6622 0.9770
C -0.2986 3.6021 2.1731
C 0.3973 1.3735 4.5287
C -2.8280 -4.3517 -0.0716
C 2.1062 -2.9548 0.0419
C -1.1691 -1.5270 -0.1251
C -2.8012 2.2151 -1.8765
C -0.0610 2.8229 4.4278
C -2.4424 0.9613 -1.0852
C -1.9152 -3.7401 -1.1398
C -2.0434 -1.3055 1.1368
C 0.8559 0.0674 -2.8950
C 0.2104 0.4182 0.6703
C -0.4281 -0.2764 -0.5926
C 0.9485 -0.4926 -1.4037
C 2.4933 1.6597 1.1480
C 2.0742 -0.1797 -3.6812
C 3.1038 -0.3115 -4.2901
H -0.4150 -2.2540 0.1639
H -1.5477 2.9048 0.6175
H -2.9890 -1.8236 1.0468
H -3.5793 2.7854 -1.3817
H 0.6085 -4.2427 -2.2913
H -1.9143 2.8494 -1.8742
H 2.7272 3.8133 0.9763
H -2.5537 1.1953 -0.0335
H 1.5396 -3.8853 0.1175
H 0.7801 3.5147 4.4509
H -2.1243 -4.1875 -2.1095
H 0.5255 1.0703 5.5614
H 1.9374 1.9881 2.0156
H 0.3631 -0.4289 1.3517
H 1.8012 -2.3591 0.9009
H 3.3816 1.1114 1.4291
H -2.7945 -5.4325 -0.1471
H -3.0327 1.9993 -2.9126
H 0.0167 -2.8488 -3.2347
H 0.1262 2.8504 0.1453
H 3.1480 -3.2279 0.1379
H 0.7596 3.8283 2.3098
H 3.9745 -0.1574 -4.8709
H -0.8127 4.5386 1.9575
H -1.5705 -1.7230 2.0226
H 0.0547 -0.4310 -3.4250
H 2.2707 3.0312 -0.5222
H -0.3118 0.7053 4.0514
H -0.6423 3.0523 5.3171
H -3.8363 -3.9542 -0.1380
H -3.0520 -1.9775 -1.0862
H 0.7607 1.1456 -2.8889
H -3.1337 0.1764 -1.3787
H -0.9010 -4.0498 -0.8981
H 1.5813 -3.5246 -3.5323
H -2.2793 -0.2709 1.3496
H 2.9645 0.5193 -1.1848
H 4.5578 3.6432 -0.3023
H -1.7517 -1.8513 -2.2327
H 1.3487 1.2310 4.0153
H -2.4345 -4.0845 0.9063
*
```